Below is C23H55N3O11PS2 as an isolated structure at a distorted geometry, with properties calculated with wB97M-V/def2-TZVPD.

```
95
Properties=species:S:1:pos:R:3:forces:R:3
C -1.602 4.361 2.997 -0.25 0.64 0.06
O -1.842 5.052 1.795 -0.20 -0.39 -0.03
C -1.048 4.626 0.712 0.22 0.55 -0.47
C -1.807 4.642 -0.622 0.09 0.73 0.47
C -3.274 4.998 -0.521 -0.60 -0.39 -0.53
C -4.206 3.802 -0.378 0.03 0.79 0.91
C -4.043 3.007 0.908 0.02 -0.89 -1.12
C -4.559 1.576 0.725 -0.51 0.38 1.04
C -5.994 1.373 1.245 1.07 -0.89 -0.32
C -6.064 0.323 2.355 -0.17 0.02 -0.49
C -5.801 -1.155 1.941 -0.18 -0.11 1.02
C -4.576 -1.861 2.577 0.12 1.36 -1.51
S -3.499 -2.749 1.430 -0.68 -0.03 0.82
O -4.159 -4.001 1.166 -0.64 -0.67 -0.56
O -2.238 -2.902 2.102 0.66 0.39 0.38
N -3.479 -1.783 0.144 0.32 -0.85 0.47
S -2.416 -2.193 -0.965 -0.11 2.62 -0.64
O -2.385 -1.069 -1.887 -0.54 0.18 -1.00
O -1.087 -2.474 -0.499 0.39 -1.45 0.35
P -3.141 -3.855 -2.204 0.15 -1.35 0.95
O -2.084 -3.645 -3.426 -0.32 0.32 -0.31
O -4.506 -3.177 -2.819 0.30 0.16 -0.09
H -0.889 4.903 3.607 0.43 0.06 0.22
H -2.534 4.331 3.539 -0.39 -0.06 0.25
H -1.265 3.350 2.845 0.20 -0.48 -0.17
H -0.208 5.310 0.627 0.34 0.16 0.02
H -0.619 3.657 0.873 0.07 -0.75 0.38
H -1.342 5.400 -1.232 0.25 0.34 -0.33
H -1.674 3.724 -1.167 -0.01 -0.60 -0.08
H -3.548 5.470 -1.454 -0.11 0.30 -0.42
H -3.473 5.728 0.244 0.11 0.27 0.45
H -4.048 3.153 -1.219 0.02 -0.42 -0.48
H -5.223 4.172 -0.409 -0.47 0.02 -0.30
H -2.995 2.933 1.122 0.64 0.09 0.29
H -4.540 3.468 1.749 -0.03 0.35 0.32
H -3.917 0.931 1.282 0.53 -0.65 0.43
H -4.464 1.238 -0.283 0.13 -0.09 -0.83
H -6.350 2.339 1.567 -0.57 0.20 0.22
H -6.589 0.987 0.435 -0.63 0.18 -0.40
H -5.413 0.625 3.158 0.45 0.05 0.49
H -7.069 0.357 2.750 -0.38 0.04 0.31
H -6.652 -1.681 2.342 -0.49 -0.43 -0.14
H -5.825 -1.300 0.879 0.16 0.11 -0.61
H -3.960 -1.086 2.990 0.59 0.25 0.42
H -4.847 -2.554 3.345 -0.03 -0.53 0.32
H -2.165 -2.734 -3.753 0.42 0.27 0.11
H -4.439 -3.330 -3.769 -0.35 0.15 -0.13
C 1.160 -1.407 1.010 0.10 0.06 0.21
O 1.449 -0.689 2.210 0.11 -0.08 -0.20
C 1.448 -1.490 3.378 -0.11 0.29 0.19
C 2.853 -1.625 3.924 0.05 -0.08 -0.12
N 3.682 -2.449 3.055 0.15 0.14 0.13
C 5.107 -2.395 3.355 -0.15 -0.12 -0.17
C 5.817 -1.048 3.240 0.27 -0.09 0.16
O 5.920 -0.551 1.920 -0.10 0.14 0.03
C 4.769 0.131 1.444 0.19 -0.08 -0.24
H 1.001 -0.678 0.220 -0.06 0.08 0.01
H 2.001 -2.050 0.717 -0.05 -0.07 -0.01
H 0.259 -2.004 1.115 0.00 -0.02 0.00
H 0.985 -2.463 3.199 0.05 -0.04 -0.09
H 0.841 -0.967 4.125 -0.04 -0.06 0.01
H 2.815 -2.082 4.918 0.03 -0.01 0.02
H 3.256 -0.608 4.034 -0.08 0.01 0.13
H 3.547 -2.151 2.100 -0.11 -0.06 -0.07
H 5.600 -3.086 2.667 0.09 -0.01 0.03
H 5.265 -2.788 4.366 0.00 0.06 0.04
H 6.846 -1.196 3.578 0.02 0.00 -0.02
H 5.384 -0.288 3.902 -0.13 0.00 -0.06
H 4.252 0.671 2.241 -0.07 -0.10 0.03
H 4.083 -0.561 0.951 -0.16 0.11 0.10
H 5.094 0.854 0.694 0.09 -0.01 0.03
C 1.582 -2.845 -3.149 0.03 0.08 0.23
O 2.993 -2.845 -2.975 -0.23 -0.06 -0.08
C 3.733 -3.018 -4.167 0.31 -0.09 0.17
C 4.455 -1.739 -4.533 -0.14 0.12 -0.04
N 3.523 -0.708 -4.969 0.17 0.02 0.05
C 4.112 0.624 -5.065 -0.22 -0.07 -0.06
C 4.671 1.251 -3.791 0.19 0.23 -0.09
O 3.698 1.592 -2.827 0.05 -0.09 0.07
C 3.265 0.528 -1.993 -0.22 0.18 0.04
H 1.126 -2.880 -2.162 -0.02 0.00 0.01
H 1.241 -1.929 -3.645 -0.09 -0.09 -0.09
H 1.252 -3.717 -3.720 -0.02 0.03 -0.03
H 3.103 -3.371 -4.988 -0.09 0.10 -0.01
H 4.484 -3.789 -3.968 0.00 -0.03 -0.05
H 5.164 -1.942 -5.342 0.02 0.03 0.00
H 5.028 -1.429 -3.649 0.10 -0.12 -0.03
H 2.751 -0.667 -4.319 -0.06 -0.06 0.01
H 3.334 1.290 -5.445 0.03 0.06 -0.02
H 4.904 0.598 -5.822 0.05 -0.01 0.05
H 5.140 2.197 -4.077 0.00 0.01 -0.01
H 5.464 0.642 -3.339 -0.08 -0.10 0.03
H 4.062 -0.192 -1.795 -0.01 -0.04 -0.08
H 2.398 0.021 -2.424 0.08 -0.15 0.06
H 2.942 0.958 -1.044 0.05 0.06 -0.02
```
Forces are in eV/Å.

## Properties
molecular weight	644.8	g mol⁻¹
strongest force on any atom	2.7	eV Å⁻¹
charge	-1
energy	-3038.92892	Eh

These are the Löwdin partial charges, in e, on atoms 1 to 8: atom 1 (C): -0.110, atom 2 (O): -0.203, atom 3 (C): -0.229, atom 4 (C): -0.160, atom 5 (C): -0.214, atom 6 (C): -0.197, atom 7 (C): -0.188, atom 8 (C): -0.184

Below is C40H63BBr22FNO5 as an isolated structure at a distorted geometry, with properties calculated with wB97M-V/def2-TZVPD.

```
133
Properties=species:S:1:pos:R:3:forces:R:3
C 2.026 -3.206 1.400 -0.93 0.93 -1.22
C 1.535 -2.845 0.181 -0.34 0.38 1.08
C 0.553 -1.648 0.210 0.16 1.24 1.01
C -0.946 -1.873 0.020 0.90 1.76 3.47
B -1.629 -3.299 -0.225 -0.56 -0.02 0.26
N -0.956 -4.579 -0.090 -1.10 0.70 0.18
O -3.019 -3.276 -0.568 0.94 -0.04 0.32
C -1.794 -0.691 0.097 1.26 -0.28 0.82
C -1.303 0.647 0.349 1.23 -1.04 -0.10
C -2.278 1.855 0.446 1.82 0.83 -0.62
O -3.527 1.653 -0.225 0.24 -0.54 1.94
C -4.462 1.008 0.562 -0.94 0.02 0.00
C -4.771 1.366 2.038 0.73 -0.55 0.06
O -5.103 0.138 0.045 -0.26 -0.19 -0.32
C 0.145 0.835 0.532 -0.74 -1.57 -0.14
C 1.065 -0.309 0.455 -1.65 0.16 0.70
C 2.579 -0.052 0.638 -0.54 0.98 0.63
O 3.434 -0.689 0.082 -0.03 -0.55 -0.32
C 3.002 1.124 1.552 -1.12 0.92 0.47
C 4.334 1.174 2.353 0.08 -1.40 -0.62
C 5.640 0.845 1.541 0.46 1.00 0.11
C 5.727 1.457 0.114 0.40 -0.65 -0.24
F 5.929 -0.546 1.511 -0.49 0.92 -0.02
C 2.125 2.162 1.641 -0.95 -2.09 0.13
C 0.790 2.190 0.836 1.41 -1.02 0.75
O 0.385 3.266 0.487 -0.63 0.23 -0.06
H 2.292 -2.339 2.098 -2.34 -1.52 -1.19
H 2.135 -4.264 1.714 1.07 0.89 -0.59
H 1.810 -3.343 -0.769 -1.20 -0.25 0.71
H -0.590 -4.723 0.849 0.53 -0.07 -0.51
H -1.579 -5.343 -0.357 0.28 0.21 0.30
H -3.550 -3.246 0.244 0.06 -0.01 -0.48
H -2.879 -0.876 -0.062 0.95 0.36 0.02
H -1.776 2.706 -0.087 -0.68 -0.94 0.67
H -2.359 2.170 1.513 -0.31 -0.29 -0.65
H -5.036 2.429 2.220 0.52 -0.65 -0.20
H -5.627 0.727 2.360 0.75 0.61 -0.56
H -3.892 1.016 2.642 -0.68 0.69 -0.26
H 4.502 2.163 2.845 -0.45 -0.76 -0.47
H 4.258 0.391 3.153 0.14 0.66 -0.50
H 6.489 1.295 2.124 -0.68 -0.49 -0.37
H 5.947 2.546 0.140 -0.09 -0.81 0.18
H 6.581 0.941 -0.400 -0.70 0.49 0.39
H 4.821 1.301 -0.510 0.53 0.00 0.58
H 2.313 3.053 2.259 -0.66 -1.10 -0.09
Br 4.092 -6.565 1.318 0.03 -0.08 -0.08
C 5.696 -6.169 0.285 0.02 0.07 0.30
C 5.580 -4.851 -0.437 -0.03 -0.02 -0.22
Br 4.449 -4.999 -2.019 -0.03 0.09 0.09
H 5.855 -7.010 -0.384 -0.02 0.11 -0.02
H 6.503 -6.133 1.017 -0.04 0.06 -0.06
H 6.553 -4.537 -0.814 -0.08 -0.14 -0.03
H 5.159 -4.057 0.178 -0.01 -0.09 0.03
Br 3.682 -2.811 3.428 1.48 0.11 2.11
C 4.289 -2.519 5.260 0.39 -0.29 -0.34
C 3.231 -2.925 6.251 -0.02 0.20 0.21
Br 1.815 -1.591 6.362 -0.03 -0.07 -0.07
H 4.572 -1.472 5.338 -0.06 -0.06 0.09
H 5.178 -3.140 5.370 -0.04 0.04 0.12
H 3.648 -2.981 7.256 0.02 0.01 -0.06
H 2.756 -3.872 6.007 0.06 0.07 -0.07
Br -8.313 0.880 3.001 -0.14 0.07 0.08
C -9.470 2.268 2.276 -0.05 -0.15 0.06
C -8.913 2.835 0.988 -0.48 -0.04 2.51
Br -7.432 4.070 1.340 -1.04 -0.53 1.69
H -9.595 3.016 3.056 0.03 -0.03 -0.08
H -10.425 1.775 2.095 0.05 0.03 -0.05
H -9.663 3.430 0.480 -0.18 -0.13 0.29
H -8.540 2.076 0.322 -0.13 -0.43 0.61
Br -8.188 3.393 -1.403 0.48 0.75 -4.41
C -9.331 4.792 -2.132 0.05 -0.37 -0.13
C -8.752 5.385 -3.391 -0.05 0.36 -0.03
Br -7.294 6.612 -2.991 -0.01 -0.09 -0.04
H -9.476 5.526 -1.340 0.09 0.02 -0.09
H -10.280 4.300 -2.344 0.04 0.06 -0.06
H -9.497 5.989 -3.908 -0.01 -0.05 0.06
H -8.359 4.637 -4.074 -0.03 -0.02 0.13
Br -3.847 2.068 5.741 0.07 -0.03 0.05
C -2.183 3.044 6.005 -0.29 0.09 -0.04
C -1.464 3.262 4.697 0.31 -0.06 0.05
Br -0.570 1.639 4.092 -0.10 0.02 -0.07
H -1.597 2.482 6.729 0.03 0.02 -0.13
H -2.477 3.997 6.443 0.05 -0.01 -0.07
H -0.669 3.997 4.815 -0.06 -0.02 0.04
H -2.127 3.576 3.893 -0.04 -0.03 0.10
Br -0.082 1.500 -4.181 0.00 0.04 0.13
C 1.300 0.157 -3.882 -0.02 -0.04 -0.19
C 0.707 -1.225 -3.787 -0.23 -0.06 -0.01
Br -0.144 -1.513 -2.031 1.04 0.55 -5.58
H 1.843 0.454 -2.986 -0.07 -0.05 -0.01
H 1.962 0.234 -4.744 -0.02 -0.01 0.05
H 1.487 -1.984 -3.853 0.00 0.07 -0.08
H -0.048 -1.428 -4.543 0.39 0.40 0.32
Br -0.419 -2.801 -6.390 0.00 -0.32 -0.69
C 0.523 -4.380 -7.029 -0.30 -0.08 -0.01
C 1.203 -5.097 -5.892 0.23 -0.06 -0.07
Br 2.829 -4.173 -5.343 -0.05 -0.03 0.05
H 1.210 -4.048 -7.804 0.03 -0.01 0.13
H -0.244 -5.011 -7.477 0.02 0.00 0.10
H 1.529 -6.089 -6.203 -0.04 0.06 -0.04
H 0.577 -5.187 -5.007 -0.03 0.05 -0.11
Br -6.239 -5.383 -4.616 0.06 -0.05 0.05
C -4.623 -4.376 -4.203 -0.25 0.08 -0.03
C -3.802 -4.123 -5.440 0.23 0.04 0.12
Br -2.822 -5.720 -5.983 -0.09 -0.02 -0.04
H -4.087 -4.935 -3.440 0.02 0.06 -0.09
H -4.974 -3.436 -3.779 0.08 -0.01 -0.04
H -3.036 -3.374 -5.245 -0.03 -0.06 0.04
H -4.397 -3.813 -6.295 -0.02 -0.07 0.09
Br -5.077 4.837 -0.140 1.23 0.52 -0.23
C -3.459 5.875 0.185 -0.27 0.05 -0.21
C -2.715 6.161 -1.095 0.36 -0.04 0.02
Br -1.744 4.590 -1.707 -0.07 0.32 -0.36
H -2.867 5.317 0.907 0.06 0.03 -0.12
H -3.803 6.802 0.641 0.03 -0.01 -0.05
H -1.953 6.923 -0.933 -0.05 -0.02 0.03
H -3.364 6.471 -1.911 -0.06 -0.04 0.13
Br 3.742 4.064 0.965 0.95 2.11 -1.12
C 3.856 5.787 0.053 0.06 -0.11 0.10
C 4.622 5.674 -1.239 0.15 0.26 -0.04
Br 6.541 5.572 -0.918 -0.05 -0.10 -0.02
H 4.300 6.490 0.754 0.04 0.00 -0.15
H 2.822 6.074 -0.138 0.04 -0.08 -0.04
H 4.483 6.568 -1.848 -0.03 -0.04 0.05
H 4.351 4.798 -1.823 -0.03 0.03 0.11
Br 9.433 -5.584 0.461 -0.09 0.02 -0.02
C 8.921 -3.719 0.696 0.27 -0.06 -0.12
C 9.191 -3.246 2.100 -0.22 0.20 0.15
Br 7.844 -3.908 3.340 0.03 -0.08 -0.02
H 7.874 -3.640 0.414 0.12 0.09 0.17
H 9.529 -3.165 -0.018 -0.02 0.01 0.07
H 9.121 -2.160 2.157 -0.03 -0.05 -0.08
H 10.158 -3.564 2.483 -0.06 -0.04 -0.11
```
Forces are in eV/Å.

## Properties
molecular weight	2425.6	g mol⁻¹
strongest force on any atom	5.7	eV Å⁻¹
charge	0
relative energy (zero: lowest compared OMol25 entry of this formula, charge and spin)	0.0	kcal/mol

These are the Löwdin partial charges, in e, on atoms 1 to 8: atom 1 (C): -0.162, atom 2 (C): -0.128, atom 3 (C): -0.276, atom 4 (C): -0.312, atom 5 (B): -0.597, atom 6 (N): 0.180, atom 7 (O): 0.064, atom 8 (C): -0.014